Entry 1:
An isolated molecule of C4HCl3N3P. Source: OMol25; level of theory: wB97M-V/def2-TZVPD.

The geometry in XYZ format:
```
12
Properties=species:S:1:pos:R:3:forces:R:3
C 1.70531 1.56024 0.47464 0.3 0.2 0.1
C -0.15759 -0.04629 -0.13631 0.4 0.6 0.0
C 0.55813 1.17488 -0.22735 -0.8 -0.1 -0.6
C -0.17330 1.89705 -1.15379 0.1 -0.8 0.4
N 2.64099 1.86535 1.06257 0.4 0.1 0.2
N -1.20206 -0.06928 -0.90624 -1.6 0.9 -1.5
N -1.23839 1.17627 -1.56870 0.6 0.8 -0.1
P -2.25604 2.26054 -2.90954 1.4 -1.8 1.0
Cl 0.11033 3.44490 -1.77068 0.5 0.6 0.1
Cl -3.59977 0.87865 -3.36401 -0.6 -0.7 -0.2
Cl -3.26509 3.38958 -1.62111 -0.5 0.5 0.5
H 0.08884 -0.89159 0.47590 0.0 -0.2 0.1
```
Positions in Å, forces in eV/Å.

Summary:
E_tot ... -55490.281 eV
Structure (SMILES) ... N#Cc1cnn(P(Cl)Cl)c1Cl
LUMO ... -0.48 eV
Maximum force ... 2.5 eV Å⁻¹

***

Entry 2:
A cluster of 2 separate species, C4HF3 in total. Source: OMol25; level of theory: wB97M-V/def2-TZVPD.

The geometry in XYZ format:
```
8
Properties=species:S:1:pos:R:3:forces:R:3
C -0.80410 -0.50073 -2.84048 0.6 -0.4 0.9
C -0.21125 -0.65105 -1.66095 -1.1 0.2 -0.8
C -0.10163 -0.35506 -0.44728 1.6 2.0 -0.7
C 0.02355 -0.19837 1.00758 -2.0 -0.4 0.4
F -0.71630 -1.21693 1.55764 0.7 0.3 0.2
F 1.26888 -0.28327 1.41908 -0.2 0.1 0.1
F -0.59150 0.93472 1.41206 0.8 -0.6 -0.1
H 1.13235 2.27069 -0.44765 -0.5 -1.2 0.0
```
Positions in Å, forces in eV/Å.

Summary:
E_tot ... -12305.532 eV
Relative energy (zero: lowest compared OMol25 entry of this formula, charge and spin) ... 136.0 kcal per mole
LUMO (alpha / beta) ... -3.41 / -3.40 eV
Maximum force ... 2.7 eV Å⁻¹

***

Entry 3:
An isolated molecule of C4HF6O2P. Source: OMol25; level of theory: wB97M-V/def2-TZVPD.

The geometry in XYZ format:
```
14
Properties=species:S:1:pos:R:3:forces:R:3
C -0.22982 -0.56052 0.19142 0.3 -0.8 -0.2
C 0.13570 0.67598 0.13428 -0.2 0.4 0.1
C 0.64187 -1.77688 -0.15475 0.0 0.4 -0.2
C 1.19061 1.62675 -0.21915 0.7 0.1 -0.3
O -1.45610 -1.01611 0.60215 -0.8 0.0 0.2
O -1.98349 1.36330 1.15001 0.3 1.4 0.4
F 1.67230 -1.42361 -0.91743 0.2 0.2 -0.1
F 1.11628 -2.34443 0.94827 0.0 -0.1 0.4
F -0.05334 -2.69169 -0.82327 -0.3 -0.2 -0.1
F 2.40763 1.16311 0.13087 -0.1 -0.1 0.1
F 1.23217 1.86414 -1.54152 -0.2 -0.1 0.0
F 1.04095 2.80752 0.37878 -0.2 0.1 0.2
P -2.64906 0.11827 0.74102 0.2 -1.3 -0.4
H -3.06569 0.19417 -0.62068 -0.1 0.0 0.0
```
Positions in Å, forces in eV/Å.

Summary:
E_tot ... -33849.984 eV
Relative energy (zero: lowest compared OMol25 entry of this formula, charge and spin) ... 13.2 kcal per mole
LUMO (alpha / beta) ... -2.69 / -1.52 eV
Maximum force ... 1.4 eV Å⁻¹

***

Entry 4:
An isolated molecule of C4HNO2. Source: OMol25; level of theory: wB97M-V/def2-TZVPD.

The geometry in XYZ format:
```
8
Properties=species:S:1:pos:R:3:forces:R:3
C -0.95901 -0.26208 0.23866 -0.9 0.1 0.2
C -0.36203 1.10127 0.01350 -0.1 -0.3 1.4
C 0.27907 0.11805 -0.83478 0.9 1.1 -2.4
C 1.24808 -0.72583 0.03474 3.1 1.3 -1.5
N 0.06516 -1.16705 0.30720 -3.8 -1.3 1.7
O -0.66537 2.23496 0.19939 0.4 -0.1 -0.4
O 2.42332 -0.87157 0.11083 -1.1 0.0 0.6
H -2.02922 -0.42776 -0.06954 1.5 -0.8 0.4
```
Positions in Å, forces in eV/Å.

Summary:
E_tot ... -9742.759 eV
Relative energy (zero: lowest compared OMol25 entry of this formula, charge and spin) ... 90.7 kcal per mole
Structure (SMILES) ... O=C1[C@@H]2N3C(=O)[C@@]123
LUMO ... -1.45 eV
Maximum force ... 4.3 eV Å⁻¹

***

What did the first record say?
An isolated molecule of C4HCl3N3P. Source: OMol25; level of theory: wB97M-V/def2-TZVPD.

The geometry in XYZ format:
```
12
Properties=species:S:1:pos:R:3:forces:R:3
C 1.70531 1.56024 0.47464 0.3 0.2 0.1
C -0.15759 -0.04629 -0.13631 0.4 0.6 0.0
C 0.55813 1.17488 -0.22735 -0.8 -0.1 -0.6
C -0.17330 1.89705 -1.15379 0.1 -0.8 0.4
N 2.64099 1.86535 1.06257 0.4 0.1 0.2
N -1.20206 -0.06928 -0.90624 -1.6 0.9 -1.5
N -1.23839 1.17627 -1.56870 0.6 0.8 -0.1
P -2.25604 2.26054 -2.90954 1.4 -1.8 1.0
Cl 0.11033 3.44490 -1.77068 0.5 0.6 0.1
Cl -3.59977 0.87865 -3.36401 -0.6 -0.7 -0.2
Cl -3.26509 3.38958 -1.62111 -0.5 0.5 0.5
H 0.08884 -0.89159 0.47590 0.0 -0.2 0.1
```
Positions in Å, forces in eV/Å.

Summary:
E_tot ... -55490.281 eV
Structure (SMILES) ... N#Cc1cnn(P(Cl)Cl)c1Cl
LUMO ... -0.48 eV
Maximum force ... 2.5 eV Å⁻¹

***

Question: The highest E_tot belongs to which entry?
Answer: C4HNO2

***

Copy entry 2 word for word.
A cluster of 2 separate species, C4HF3 in total. Source: OMol25; level of theory: wB97M-V/def2-TZVPD.

The geometry in XYZ format:
```
8
Properties=species:S:1:pos:R:3:forces:R:3
C -0.80410 -0.50073 -2.84048 0.6 -0.4 0.9
C -0.21125 -0.65105 -1.66095 -1.1 0.2 -0.8
C -0.10163 -0.35506 -0.44728 1.6 2.0 -0.7
C 0.02355 -0.19837 1.00758 -2.0 -0.4 0.4
F -0.71630 -1.21693 1.55764 0.7 0.3 0.2
F 1.26888 -0.28327 1.41908 -0.2 0.1 0.1
F -0.59150 0.93472 1.41206 0.8 -0.6 -0.1
H 1.13235 2.27069 -0.44765 -0.5 -1.2 0.0
```
Positions in Å, forces in eV/Å.

Summary:
E_tot ... -12305.532 eV
Relative energy (zero: lowest compared OMol25 entry of this formula, charge and spin) ... 136.0 kcal per mole
LUMO (alpha / beta) ... -3.41 / -3.40 eV
Maximum force ... 2.7 eV Å⁻¹

***

What did the third record say?
An isolated molecule of C4HF6O2P. Source: OMol25; level of theory: wB97M-V/def2-TZVPD.

The geometry in XYZ format:
```
14
Properties=species:S:1:pos:R:3:forces:R:3
C -0.22982 -0.56052 0.19142 0.3 -0.8 -0.2
C 0.13570 0.67598 0.13428 -0.2 0.4 0.1
C 0.64187 -1.77688 -0.15475 0.0 0.4 -0.2
C 1.19061 1.62675 -0.21915 0.7 0.1 -0.3
O -1.45610 -1.01611 0.60215 -0.8 0.0 0.2
O -1.98349 1.36330 1.15001 0.3 1.4 0.4
F 1.67230 -1.42361 -0.91743 0.2 0.2 -0.1
F 1.11628 -2.34443 0.94827 0.0 -0.1 0.4
F -0.05334 -2.69169 -0.82327 -0.3 -0.2 -0.1
F 2.40763 1.16311 0.13087 -0.1 -0.1 0.1
F 1.23217 1.86414 -1.54152 -0.2 -0.1 0.0
F 1.04095 2.80752 0.37878 -0.2 0.1 0.2
P -2.64906 0.11827 0.74102 0.2 -1.3 -0.4
H -3.06569 0.19417 -0.62068 -0.1 0.0 0.0
```
Positions in Å, forces in eV/Å.

Summary:
E_tot ... -33849.984 eV
Relative energy (zero: lowest compared OMol25 entry of this formula, charge and spin) ... 13.2 kcal per mole
LUMO (alpha / beta) ... -2.69 / -1.52 eV
Maximum force ... 1.4 eV Å⁻¹